1.
{"formula": "C4H7ClNO", "method": "ωB97M-V/def2-TZVPD", "elements": ["C", "C", "C", "C", "N", "O", "Cl", "H", "H", "H", "H", "H", "H", "H"], "coordinates": [[0.139953, 0.247708, 1.825908], [-0.074308, -0.415380, -1.937724], [0.470949, 0.030189, 0.364638], [-0.744518, -0.449665, -0.516637], [0.229940, 1.338780, 2.399951], [0.415854, 2.433439, 2.739493], [-0.161606, -1.100332, 2.838461], [0.992716, -0.740963, -1.796595], [-0.596884, -0.980965, -2.685371], [-0.127954, 0.656794, -2.309026], [0.729210, 0.859789, -0.238545], [1.394573, -0.701964, 0.294296], [-1.575538, 0.307989, -0.617571], [-1.092387, -1.485419, -0.361278]], "forces_ev_per_a": [[0.385, -1.691, 0.080], [0.575, 1.472, 0.637], [-0.171, -2.104, -0.687], [0.332, -0.108, -1.451], [0.691, 2.787, -0.319], [-0.513, -1.581, -0.013], [-0.181, 0.227, -0.184], [-1.002, 0.206, -0.819], [-0.119, -0.592, -0.113], [0.504, -1.197, 0.402], [0.763, 1.638, 0.470], [-1.983, 1.215, 0.507], [0.730, -0.967, 0.947], [-0.010, 0.694, 0.542]], "multiplicity": 1, "lumo_energy_ev": -7.98, "total_charge": 1, "e_homo_ev": -16.076, "smiles": "CCCC(Cl)=[N+]=O", "orbital_gap_ev": 8.1}

---

2.
{"formula": "C4H7ClO", "method": "ωB97M-V/def2-TZVPD", "elements": ["C", "C", "C", "C", "O", "Cl", "H", "H", "H", "H", "H", "H", "H"], "coordinates": [[0.541827, -1.274499, 0.450877], [0.254819, -0.346642, -0.765175], [1.159264, 0.082824, 0.281069], [-1.138521, 0.130391, -0.838871], [-0.199767, 1.523968, 1.666506], [2.753863, 0.619329, 0.287623], [-0.325232, -1.344307, 1.165396], [1.041969, -2.205358, 0.337613], [0.801161, -0.394666, -1.635027], [-1.819102, -0.434319, -1.457428], [-1.088803, 1.308450, -0.941827], [-1.560322, -0.004484, 0.199325], [-0.421156, 2.339313, 1.249919]], "forces_ev_per_a": [[-0.678, 1.268, 0.422], [-0.508, 0.066, 1.888], [-1.902, 0.335, 2.150], [-1.004, 2.841, 2.203], [1.707, -2.896, -0.310], [-0.538, -0.090, -0.015], [1.003, 0.367, -0.909], [0.964, -0.337, 0.048], [1.002, -0.799, -2.225], [0.198, 0.202, -0.833], [-0.617, -2.438, -0.421], [0.386, 0.450, -1.051], [-0.013, 1.032, -0.948]], "multiplicity": 1, "lumo_energy_ev": [-1.12, -1.12], "e_homo_ev": [-9.127, -9.126], "orbital_gap_ev": [8.0, 8.0]}

---

3.
{"formula": "C4H7ClO", "method": "ωB97M-V/def2-TZVPD", "elements": ["C", "C", "C", "C", "O", "Cl", "H", "H", "H", "H", "H", "H", "H"], "coordinates": [[-0.592585, -0.513084, -0.181402], [0.689084, 0.239429, -0.292441], [-0.774224, -1.972682, 0.244704], [0.641542, 2.274838, 0.020607], [0.106825, -0.256464, -1.412094], [2.172327, -0.461479, 0.261030], [-1.550992, -0.052284, 0.059579], [-0.527981, -2.438456, -0.718276], [-1.849019, -2.140776, 0.666828], [-0.171830, -2.166917, 1.128450], [1.568792, 2.419976, 0.501909], [-0.109832, 2.396668, 0.695623], [0.397890, 2.671237, -0.974520]], "forces_ev_per_a": [[-0.242, -0.136, 1.405], [-1.580, 3.501, 1.731], [-1.047, 1.034, 0.322], [0.821, -4.665, -2.863], [-0.510, 0.031, -0.873], [0.425, -0.098, 0.009], [0.441, 1.158, -0.829], [-0.150, -1.133, 0.876], [1.720, 0.204, -1.432], [0.663, -0.551, -0.448], [1.177, 0.479, -0.149], [-2.312, 0.201, 1.730], [0.594, -0.025, 0.523]], "multiplicity": 1, "lumo_energy_ev": 0.92, "e_homo_ev": -9.491, "orbital_gap_ev": 10.4}

---

4.
{"formula": "C4H7ClO", "method": "ωB97M-V/def2-TZVPD", "elements": ["C", "C", "C", "C", "H", "H", "H", "H", "H", "H", "H", "O", "Cl"], "coordinates": [[-1.984212, 1.074937, -0.197065], [-0.876880, 0.357957, 0.496942], [-0.445737, -0.798139, 0.078972], [0.764444, -1.568173, 0.517653], [-1.585275, 2.848954, 0.504122], [-2.876557, 0.899312, 0.363442], [-2.145475, 0.714419, -1.308939], [-0.567005, 0.768024, 1.418608], [-0.732043, -1.305085, -0.947548], [0.965038, -1.529505, 1.541400], [0.760759, -2.627097, 0.232569], [-2.031932, 2.524280, -0.295009], [2.217078, -0.844868, -0.283681]], "forces_ev_per_a": [[-1.428, 0.310, -2.545], [-0.919, 0.737, -0.823], [1.086, -2.834, -3.341], [-0.080, -0.089, -0.647], [-0.233, 0.192, -0.387], [-0.876, -0.897, 0.256], [0.433, 0.455, 2.343], [0.654, 0.451, 1.005], [-0.178, 1.680, 1.944], [0.273, 0.243, 1.688], [-0.223, 0.422, -0.095], [1.521, -0.518, 0.617], [-0.029, -0.152, -0.014]], "multiplicity": 1, "lumo_energy_ev": 0.77, "e_homo_ev": -9.858, "smiles": "OC/C=C/CCl", "orbital_gap_ev": 10.6}

---

5.
{"formula": "C4H7ClO", "method": "ωB97M-V/def2-TZVPD", "elements": ["C", "C", "C", "C", "O", "Cl", "H", "H", "H", "H", "H", "H", "H"], "coordinates": [[-0.314076, -0.393872, -1.493605], [-0.306452, 0.537881, -0.262972], [0.859992, 0.500302, -1.135066], [-0.249647, -0.021204, 1.153329], [2.058641, -0.189972, -0.647204], [1.282490, 1.810973, -2.235880], [-0.276050, -1.423544, -1.461909], [-0.942179, -0.219132, -2.351989], [-0.788693, 1.438945, -0.504647], [0.505256, -0.841004, 1.184840], [-1.252429, -0.642155, 1.341503], [0.140338, 0.747817, 1.841278], [2.326964, 0.298953, 0.184243]], "forces_ev_per_a": [[0.257, 2.209, 0.034], [-0.044, -1.063, -0.103], [2.356, -2.653, -0.394], [-0.813, -1.870, -0.675], [-1.338, 1.739, 0.530], [-0.147, 0.142, 0.252], [0.825, -2.115, 1.075], [-0.025, 1.092, -0.081], [-1.286, 1.016, 0.491], [-0.369, 0.576, -0.207], [1.962, 2.075, 0.293], [-1.035, -0.392, 0.195], [-0.344, -0.755, -1.409]], "multiplicity": 1, "lumo_energy_ev": 0.75, "e_homo_ev": -10.043, "smiles": "C[C@@H]1C[C@@]1(O)Cl", "orbital_gap_ev": 10.8}

---

6.
{"formula": "C4H7ClO", "method": "ωB97M-V/def2-TZVPD", "elements": ["C", "C", "C", "C", "O", "Cl", "H", "H", "H", "H", "H", "H", "H"], "coordinates": [[1.320353, 0.045641, -0.878395], [0.500248, -1.192269, -0.635589], [0.436192, 1.287984, -0.685899], [-0.246697, -1.874497, 0.119563], [1.027857, -0.952115, -1.858842], [-3.544726, -0.548234, 0.480166], [2.369832, 0.106595, -0.640571], [0.384910, 2.090164, -1.553882], [0.756905, 1.798516, 0.273446], [-0.608995, 0.803533, -0.643186], [-0.502953, -1.623567, 1.148594], [-0.726483, -2.838853, -0.323314], [-4.207309, 0.219068, 1.255256]], "forces_ev_per_a": [[-1.544, -0.210, 1.720], [4.415, 3.943, -1.247], [-1.072, 0.524, -1.628], [-3.205, -4.463, 0.665], [-1.024, -0.719, -1.121], [0.070, -0.040, -0.049], [0.175, -0.111, 0.130], [0.509, -1.635, 1.669], [-0.660, -0.665, -1.079], [1.327, 1.492, 0.332], [0.378, 0.039, -0.381], [0.701, 1.790, 0.938], [-0.069, 0.056, 0.050]], "multiplicity": 1, "lumo_energy_ev": 0.77, "e_homo_ev": -9.473, "smiles": "C=C1O[C@H]1C.Cl", "orbital_gap_ev": 10.2}

---

7.
{"formula": "C4H7ClO2", "method": "ωB97M-V/def2-TZVPD", "elements": ["C", "C", "C", "C", "O", "O", "Cl", "H", "H", "H", "H", "H", "H", "H"], "coordinates": [[-2.987500, 0.032120, -0.744719], [0.516102, 0.425379, 1.210785], [2.077374, -0.252554, -0.669256], [0.726083, -0.217745, -0.142565], [-2.348019, 1.020315, -0.724656], [-0.172114, -0.878180, -0.608288], [-4.127244, -0.297752, 0.604198], [-2.606458, -0.826645, -1.359270], [0.562842, -0.259205, 1.939444], [-0.530955, 0.773448, 1.252317], [1.318383, 1.174649, 1.469389], [2.384674, -0.731002, -1.590495], [2.630470, 0.719619, -0.788263], [2.556361, -0.682443, 0.151379]], "forces_ev_per_a": [[1.946, -0.787, 0.802], [0.209, 3.417, -2.317], [2.184, 2.265, -1.510], [-1.426, -0.577, 0.427], [-0.565, 0.885, -0.367], [-0.337, -0.111, -0.476], [-0.065, -0.202, -0.754], [-1.336, 0.222, 0.336], [0.354, -3.051, 2.599], [0.667, 0.441, -0.089], [-1.164, -0.350, -0.403], [-0.955, -0.740, -0.084], [-0.997, -0.330, 0.553], [1.484, -1.084, 1.284]], "multiplicity": 1, "lumo_energy_ev": 0.71, "e_homo_ev": -9.837, "smiles": "CC(C)=O.O=CCl", "orbital_gap_ev": 10.5}

---

8.
{"formula": "C4H7ClOS", "method": "ωB97M-V/def2-TZVPD", "elements": ["C", "C", "C", "C", "O", "S", "Cl", "H", "H", "H", "H", "H", "H", "H"], "coordinates": [[-1.381119, 1.127804, -0.094532], [-0.044070, 0.345347, 0.115858], [-0.277802, -0.870464, 0.977069], [1.316358, 0.610301, -0.485132], [-2.589626, 3.234092, 0.039300], [-1.483955, 2.732251, -0.731271], [-2.340700, 2.424182, -2.573343], [-2.329168, 0.659307, 0.155632], [-0.923736, -1.578560, 0.398431], [-0.586723, -0.718730, 2.070771], [0.740595, -1.224205, 1.005747], [2.078070, 0.458117, 0.311748], [1.470825, -0.351756, -0.987552], [1.511773, 1.448212, -1.137776]], "forces_ev_per_a": [[6.466, -3.564, -0.042], [-7.115, 4.466, -0.647], [0.779, -0.061, 0.035], [-0.293, -1.764, 1.524], [-1.164, 1.357, 1.085], [1.012, -0.628, 0.154], [-0.103, -0.372, -0.964], [0.181, 0.159, 0.309], [0.466, 0.423, 0.892], [0.071, 0.083, -1.878], [0.217, -1.261, 0.458], [-0.317, 0.796, -0.267], [0.112, 0.197, -0.749], [-0.313, 0.168, 0.089]], "multiplicity": 1, "lumo_energy_ev": [-0.21, -0.21], "e_homo_ev": [-9.120, -9.121], "orbital_gap_ev": [8.9, 8.9]}

---

9.
{"formula": "C4H7ClS", "method": "ωB97M-V/def2-TZVPD", "elements": ["C", "C", "C", "C", "H", "H", "H", "H", "H", "H", "H", "S", "Cl"], "coordinates": [[0.112972, 0.040334, -2.639686], [-0.395941, 0.121375, 0.050622], [-0.430348, 0.134813, 1.348944], [0.541723, -0.456284, 2.251224], [0.868960, 0.034490, -3.400810], [-0.780943, -0.465538, -3.025259], [-0.242035, 1.109409, -2.511870], [-1.073311, 0.785834, -0.479076], [1.109070, -1.212138, 1.663771], [0.058593, -0.867748, 3.145196], [1.256594, 0.300953, 2.555852], [0.748666, -0.591880, -1.039534], [-1.773999, 1.066380, 2.080627]], "forces_ev_per_a": [[-1.519, 1.454, 0.666], [-0.605, 1.154, -2.080], [-1.146, 0.655, 0.901], [0.611, -0.870, 0.277], [0.561, -0.156, -0.086], [0.358, -0.379, 0.316], [0.733, -1.061, -0.024], [-0.255, -0.318, 0.106], [-0.337, 0.193, 0.696], [0.319, -0.156, -0.250], [0.160, 0.164, 0.242], [0.451, -0.320, -0.704], [0.670, -0.360, -0.062]], "multiplicity": 1, "lumo_energy_ev": 0.87, "e_homo_ev": -8.225, "smiles": "CS/C=C(\\C)Cl", "orbital_gap_ev": 9.1}

---

Energy above the lowest of the compared OMol25 structures with the same formula, charge and spin per entry: 406.2 528.3 343.8 168.4 172.9 296.9 81.4 259.8 26.1 kJ/mol
Max |F| per entry: 2.89 3.73 5.54 4.51 3.57 6.05 4.13 8.43 2.45 eV Å⁻¹